No. 1
102
Properties=species:S:1:pos:R:3 method="wB97M-V/def2-TZVPD" multiplicity=6 s_squared=8.795 lumo_energy_ev="-0.003 / -2.184" relative_energy_ev=0.469 orbital_gap_ev="5.29 / 6.33"
Ru -0.09 -0.52 0.66
C 3.27 -2.73 0.35
P 1.62 -2.67 1.14
C 2.04 -3.54 2.71
C 0.66 -3.96 0.25
C 1.27 -5.05 -0.36
C 0.53 -5.97 -1.08
C -0.85 -5.82 -1.18
C -1.48 -4.76 -0.55
C -0.73 -3.82 0.16
P -1.50 -2.38 0.98
C -1.70 -3.06 2.67
C -3.26 -2.28 0.53
H 3.19 -2.56 -0.72
H 3.77 -3.67 0.56
H 3.87 -1.92 0.79
H 2.74 -2.91 3.27
H 2.51 -4.50 2.50
H 1.16 -3.70 3.33
H 2.35 -5.18 -0.30
H 1.02 -6.80 -1.57
H -1.44 -6.53 -1.75
H -2.55 -4.65 -0.64
H -2.21 -4.02 2.61
H -2.28 -2.37 3.28
H -0.73 -3.20 3.15
H -3.72 -3.26 0.60
H -3.38 -1.86 -0.46
H -3.73 -1.63 1.26
O 1.20 -1.12 -1.09
N 0.83 -1.81 -2.10
N -0.42 -1.95 -2.21
O -1.28 -1.43 -1.37
C -0.93 -2.78 -3.28
C -0.07 -3.40 -4.18
C -0.60 -4.22 -5.16
C -1.98 -4.41 -5.25
C -2.82 -3.77 -4.36
C -2.30 -2.94 -3.37
H 1.00 -3.24 -4.10
H 0.06 -4.71 -5.86
H -2.39 -5.05 -6.02
H -3.89 -3.90 -4.43
H -2.94 -2.42 -2.68
O -5.22 7.66 -1.69
S -3.83 8.03 -1.50
O -3.23 7.69 -0.24
O -3.34 9.21 -2.16
C -3.14 6.61 -2.80
N -3.35 6.88 -4.06
C -2.84 5.88 -4.84
C -2.23 4.77 -4.34
C -2.09 4.60 -2.93
N -2.61 5.65 -2.19
C -1.52 3.51 -2.25
C -1.47 3.48 -0.83
C -0.95 2.39 -0.20
N -0.45 1.29 -0.83
C -0.46 1.33 -2.18
C -0.96 2.38 -2.91
H -2.96 6.02 -5.90
H -1.86 4.01 -5.01
H -1.86 4.32 -0.26
H -0.95 2.35 0.89
H -0.02 0.49 -2.69
H -0.92 2.32 -3.99
F -2.54 1.38 6.01
C -2.03 0.89 4.86
C -2.67 1.16 3.67
C -2.12 0.67 2.49
C -0.93 -0.06 2.49
C -0.33 -0.33 3.72
C -0.87 0.14 4.91
H -3.59 1.74 3.67
H -2.65 0.87 1.56
H 0.58 -0.92 3.76
H -0.41 -0.06 5.87
C 4.72 1.67 -0.50
C 3.29 1.20 -0.60
O 2.52 1.84 0.45
P 1.59 1.01 1.43
O 2.60 0.12 2.32
C 3.53 0.73 3.25
C 4.79 -0.11 3.28
O 1.18 2.16 2.45
C 1.11 3.58 2.16
C 2.28 4.29 2.81
H 5.31 1.25 -1.32
H 5.17 1.37 0.45
H 4.77 2.76 -0.57
H 3.22 0.12 -0.50
H 2.85 1.49 -1.55
H 3.04 0.75 4.23
H 3.74 1.75 2.95
H 4.58 -1.12 3.63
H 5.51 0.35 3.96
H 5.23 -0.17 2.28
H 0.16 3.92 2.58
H 1.10 3.75 1.09
H 2.30 4.08 3.89
H 2.17 5.37 2.68
H 3.22 3.98 2.36

=====

No. 2
99
Properties=species:S:1:pos:R:3 method="wB97M-V/def2-TZVPD" charge=+1 lumo_energy_ev=-3.650 relative_energy_ev=0.441 orbital_gap_ev=7.04
Rh 0.40 0.25 -0.60
S -2.03 -2.29 5.91
N -1.18 -0.97 5.59
C -1.01 -0.92 4.28
C -0.31 0.11 3.55
C 0.32 1.21 4.13
C 0.91 2.14 3.31
C 0.88 1.97 1.92
N 0.32 0.90 1.38
C -0.27 -0.02 2.16
C -0.84 -1.16 1.48
N -0.66 -1.22 0.13
C -1.19 -2.23 -0.54
C -1.90 -3.25 0.09
C -2.07 -3.22 1.45
C -1.53 -2.16 2.17
C -1.62 -2.02 3.61
N -2.22 -2.86 4.42
H 0.32 1.33 5.20
H 1.40 3.02 3.71
H 1.34 2.66 1.24
H -1.06 -2.24 -1.61
H -2.31 -4.05 -0.52
H -2.61 -4.00 1.98
Te 0.81 -0.63 -3.09
C 0.81 1.12 -4.26
C 2.05 1.59 -4.70
C 2.09 2.73 -5.49
C 0.92 3.38 -5.85
C -0.31 2.89 -5.42
C -0.37 1.75 -4.62
C -0.97 -1.48 -3.90
C -2.27 -1.06 -3.64
C -3.33 -1.70 -4.26
C -3.11 -2.76 -5.13
C -1.81 -3.18 -5.38
C -0.74 -2.54 -4.77
H 2.96 1.10 -4.41
H 3.05 3.11 -5.83
H 0.96 4.26 -6.47
H -1.23 3.39 -5.70
H -1.32 1.38 -4.30
H -2.45 -0.25 -2.95
H -4.35 -1.37 -4.06
H -3.94 -3.25 -5.61
H -1.63 -4.00 -6.06
H 0.27 -2.88 -4.97
C 4.71 0.43 0.03
S 3.15 0.45 -0.79
O 2.43 1.70 -0.47
O 3.41 0.27 -2.20
O 2.34 -0.66 -0.18
H 5.31 1.22 -0.41
H 5.15 -0.54 -0.15
H 4.56 0.60 1.09
C 0.13 4.72 -0.31
C -1.18 5.34 -0.76
C -1.74 6.25 0.33
C -1.01 6.10 -2.07
O -2.16 4.31 -1.02
Si -2.52 2.87 -0.37
S -1.31 1.45 -1.43
O -4.04 2.52 -0.82
C -4.84 2.91 -1.95
C -4.04 2.74 -3.24
C -6.04 1.96 -1.95
C -5.30 4.35 -1.79
O -2.38 2.81 1.25
C -3.41 2.74 2.26
C -4.51 3.76 1.98
C -3.97 1.33 2.29
C -2.73 3.08 3.58
H 0.88 5.50 -0.14
H 0.52 4.03 -1.06
H -0.03 4.19 0.63
H -1.05 7.07 0.53
H -1.89 5.69 1.25
H -2.70 6.67 0.02
H -0.33 6.94 -1.94
H -1.97 6.48 -2.41
H -0.61 5.43 -2.83
H -3.70 1.70 -3.34
H -3.17 3.40 -3.24
H -4.66 2.98 -4.10
H -5.70 0.93 -2.03
H -6.71 2.19 -2.78
H -6.60 2.07 -1.01
H -4.43 5.02 -1.75
H -5.87 4.47 -0.86
H -5.93 4.64 -2.62
H -5.06 3.52 1.08
H -4.08 4.76 1.88
H -5.21 3.78 2.82
H -4.44 1.09 1.33
H -4.71 1.22 3.08
H -3.16 0.61 2.47
H -2.32 4.09 3.54
H -1.93 2.38 3.78
H -3.45 3.04 4.40

=====

No. 3
93
Properties=species:S:1:pos:R:3 method="wB97M-V/def2-TZVPD" multiplicity=2 s_squared=0.757 charge=+2 lumo_energy_ev="-5.892 / -6.397" relative_energy_ev=0.000 orbital_gap_ev="6.64 / 6.13"
Ir 0.02 -2.74 -0.30
O 2.43 -2.41 0.28
C 2.50 -2.18 -0.94
O 1.48 -2.13 -1.69
C 3.84 -1.87 -1.59
N 4.90 -2.10 -0.55
C 5.83 -0.90 -0.52
C 5.49 -0.13 -1.79
C 4.01 -0.40 -2.00
H 4.01 -2.55 -2.43
H 5.42 -2.97 -0.73
H 4.40 -2.23 0.34
H 6.86 -1.26 -0.47
H 5.61 -0.35 0.39
H 6.08 -0.50 -2.63
H 5.70 0.93 -1.67
H 3.69 -0.25 -3.03
H 3.40 0.24 -1.37
C -2.94 -5.67 0.27
C -3.33 -4.24 0.59
N -2.97 -3.88 1.97
C -4.07 -3.95 2.94
C -4.84 -2.64 2.99
C -1.74 -3.58 2.33
C -1.43 -3.48 3.81
N -0.71 -3.42 1.50
H -3.23 -5.91 -0.75
H -3.43 -6.37 0.94
H -1.86 -5.80 0.35
H -4.41 -4.10 0.51
H -2.87 -3.53 -0.09
H -3.69 -4.22 3.92
H -4.71 -4.77 2.62
H -4.20 -1.82 3.31
H -5.68 -2.72 3.69
H -5.25 -2.38 2.01
H -1.60 -4.43 4.31
H -2.07 -2.73 4.28
H -0.39 -3.18 3.96
H 0.13 -3.32 2.06
S -1.21 -3.44 -1.90
C -0.25 0.25 -1.64
C -0.76 1.68 -1.82
As -0.01 3.03 -0.58
C -0.72 4.61 -1.47
C -1.83 4.60 -2.31
C -2.29 5.78 -2.88
C -1.64 6.98 -2.62
C -0.54 7.00 -1.78
C -0.08 5.82 -1.21
C 1.80 3.05 -1.36
C 2.89 3.04 -0.49
C 4.19 3.05 -0.99
C 4.41 3.08 -2.36
C 3.32 3.11 -3.23
C 2.03 3.10 -2.73
P -0.63 -0.61 -0.08
C 0.38 -0.03 1.31
C -0.03 -0.23 2.63
C 0.82 0.09 3.68
C 2.08 0.59 3.42
C 2.50 0.78 2.12
C 1.66 0.46 1.06
C -2.36 -0.27 0.28
C -3.36 -0.93 -0.42
C -4.68 -0.55 -0.27
C -5.01 0.49 0.59
C -4.02 1.16 1.28
C -2.69 0.79 1.13
H 0.82 0.18 -1.82
H -0.71 -0.41 -2.39
H -1.85 1.71 -1.73
H -0.51 1.98 -2.84
H -2.36 3.68 -2.53
H -3.15 5.76 -3.53
H -2.00 7.89 -3.07
H -0.03 7.93 -1.57
H 0.78 5.85 -0.55
H 2.72 3.04 0.58
H 5.03 3.07 -0.30
H 5.42 3.11 -2.75
H 3.49 3.16 -4.30
H 1.20 3.16 -3.43
H -1.02 -0.62 2.84
H 0.48 -0.05 4.70
H 2.74 0.85 4.25
H 3.48 1.19 1.91
H 1.98 0.64 0.05
H -3.11 -1.72 -1.13
H -5.46 -1.05 -0.83
H -6.05 0.79 0.71
H -4.27 1.99 1.94
H -1.92 1.35 1.64

=====

No. 4
97
Properties=species:S:1:pos:R:3 method="wB97M-V/def2-TZVPD" multiplicity=5 s_squared=6.057 charge=+2 lumo_energy_ev="-5.479 / -8.534" orbital_gap_ev="7.20 / 4.75"
Rh -3.03 0.40 -0.49
C -1.45 -0.90 4.36
C -0.70 -0.97 3.06
C 0.47 -1.66 2.93
C 1.17 -1.71 1.70
N 0.74 -1.03 0.66
N -0.41 -0.36 0.79
B -0.87 0.57 -0.37
N -0.23 0.29 -1.76
N 1.10 0.48 -1.77
C 1.73 0.40 -2.91
C 1.02 0.12 -4.10
C -0.33 -0.05 -4.10
C -1.11 -0.32 -5.36
C -0.98 0.05 -2.84
S -2.70 -0.13 -2.71
C 3.23 0.65 -2.83
C 3.43 2.11 -2.39
C 3.84 -0.30 -1.79
C 3.91 0.42 -4.18
N -0.48 2.02 0.09
N 0.69 2.08 0.74
C 1.10 3.25 1.18
C 0.35 4.42 0.94
C -0.84 4.37 0.28
C -1.68 5.58 0.03
C -1.26 3.08 -0.14
S -2.77 2.83 -0.93
C 2.42 3.30 1.93
C 3.03 1.90 2.07
C 3.39 4.20 1.14
C 2.17 3.90 3.32
C -1.18 -0.34 1.89
S -2.74 0.42 1.79
C 2.48 -2.48 1.51
C 3.64 -1.48 1.61
C 2.64 -3.54 2.61
C 2.49 -3.18 0.14
H -0.96 -1.50 5.12
H -1.51 0.13 4.71
H -2.47 -1.26 4.24
H 0.87 -2.19 3.78
H 1.56 0.07 -5.04
H -0.44 -0.44 -6.21
H -1.72 -1.22 -5.26
H -1.80 0.51 -5.56
H 2.95 2.28 -1.42
H 4.50 2.32 -2.29
H 3.01 2.81 -3.12
H 3.29 -0.24 -0.84
H 3.80 -1.34 -2.13
H 4.88 -0.04 -1.61
H 3.58 1.14 -4.94
H 4.98 0.55 -4.06
H 3.74 -0.59 -4.56
H 0.72 5.37 1.30
H -1.20 6.47 0.43
H -1.85 5.73 -1.04
H -2.67 5.48 0.49
H 3.19 1.42 1.10
H 3.99 1.98 2.58
H 2.39 1.24 2.66
H 3.60 3.79 0.14
H 3.01 5.21 1.02
H 4.34 4.27 1.68
H 1.45 3.29 3.89
H 3.11 3.92 3.88
H 1.79 4.92 3.27
H 3.74 -1.08 2.62
H 4.58 -1.98 1.35
H 3.50 -0.64 0.92
H 2.74 -3.10 3.60
H 1.81 -4.25 2.62
H 3.56 -4.10 2.42
H 2.25 -2.49 -0.67
H 3.48 -3.60 -0.04
H 1.77 -4.01 0.13
C -1.75 -3.14 -0.92
C -3.17 -3.20 -0.44
C -3.74 -4.46 -0.18
C -5.04 -4.55 0.20
C -5.81 -3.38 0.28
C -7.19 -3.41 0.62
C -7.95 -2.27 0.65
C -7.36 -1.05 0.32
C -6.00 -0.97 -0.01
S -5.41 0.54 -0.49
C -5.18 -2.16 0.00
N -3.86 -2.07 -0.31
H -1.15 -3.92 -0.47
H -1.31 -2.17 -0.71
H -1.73 -3.29 -2.00
H -3.12 -5.35 -0.29
H -5.49 -5.51 0.41
H -7.64 -4.37 0.85
H -9.00 -2.31 0.91
H -7.96 -0.15 0.29

=====

No. 5
94
Properties=species:S:1:pos:R:3 method="wB97M-V/def2-TZVPD" multiplicity=2 s_squared=0.768 charge=+1 lumo_energy_ev="-3.077 / -3.112" relative_energy_ev=0.000 orbital_gap_ev="6.54 / 6.52"
Cr 0.63 0.01 0.07
C 1.27 2.32 -4.54
C 1.34 1.13 -3.57
C 2.71 0.45 -3.61
P 0.78 1.45 -1.85
C 1.52 3.03 -1.21
C 0.74 4.30 -1.57
C 3.00 3.18 -1.58
C -1.00 1.79 -1.90
C -1.82 2.01 -3.00
C -3.18 2.22 -2.83
C -3.71 2.20 -1.54
C -2.90 1.96 -0.44
C -1.54 1.74 -0.60
N -0.66 1.34 0.46
C -0.96 1.77 1.78
C -1.56 3.01 2.02
C -1.90 3.40 3.31
C -1.63 2.57 4.39
C -0.96 1.38 4.17
C -0.58 0.98 2.88
P 0.45 -0.47 2.52
C 2.03 -0.22 3.46
C 1.96 0.32 4.89
C 2.87 -1.50 3.40
C -0.44 -1.94 3.22
C 0.00 -3.23 2.50
C -0.42 -2.16 4.73
H 1.04 1.97 -5.55
H 2.24 2.83 -4.60
H 0.53 3.06 -4.26
H 0.61 0.38 -3.89
H 3.50 1.12 -3.26
H 2.95 0.16 -4.64
H 2.73 -0.45 -3.00
H 1.47 2.89 -0.13
H 0.81 4.52 -2.64
H 1.16 5.15 -1.03
H -0.32 4.22 -1.31
H 3.13 3.39 -2.64
H 3.57 2.29 -1.33
H 3.42 4.02 -1.02
H -1.40 2.03 -4.00
H -3.82 2.39 -3.68
H -4.77 2.36 -1.40
H -3.35 1.92 0.54
H -1.78 3.67 1.20
H -2.37 4.36 3.47
H -1.91 2.86 5.40
H -0.70 0.77 5.02
H 2.53 0.55 2.87
H 1.45 -0.37 5.57
H 1.47 1.29 4.94
H 2.98 0.44 5.26
H 2.54 -2.22 4.15
H 3.92 -1.26 3.61
H 2.83 -1.99 2.42
H -1.47 -1.74 2.92
H 1.03 -3.48 2.71
H -0.10 -3.13 1.41
H -0.63 -4.06 2.82
H 0.58 -2.39 5.11
H -1.06 -3.01 4.98
H -0.80 -1.30 5.28
N -1.91 -3.33 -1.21
C -3.23 -2.87 -1.46
C -4.06 -3.48 -2.38
C -5.33 -2.97 -2.59
C -5.75 -1.82 -1.93
C -4.90 -1.19 -1.04
C -3.65 -1.73 -0.78
S -2.57 -1.08 0.44
N -1.07 -1.34 -0.35
C -0.91 -2.46 -0.96
C 0.48 -2.80 -1.34
C 0.84 -3.89 -2.11
C 2.18 -4.14 -2.35
C 3.11 -3.27 -1.82
C 2.67 -2.18 -1.09
N 1.38 -1.95 -0.84
H -1.66 -4.20 -1.65
H -3.73 -4.37 -2.91
H -6.00 -3.47 -3.29
H -6.74 -1.42 -2.11
H -5.21 -0.29 -0.52
H 0.09 -4.55 -2.53
H 2.48 -4.99 -2.95
H 4.17 -3.41 -1.98
H 3.37 -1.47 -0.69
C 3.63 0.46 0.74
O 2.34 0.54 0.20
H 3.85 1.35 1.33
H 4.36 0.42 -0.07
H 3.78 -0.42 1.37